135
Properties=species:S:1:pos:R:3:lowdin_charge:R:1 method="wB97M-V/def2-TZVPD" e_above_lowest_kcal_mol=0.0 lumo_ev=0.337 total_energy_ha=-2251.2235
C 16.40777 9.92880 15.75753 -0.0581
C 16.84798 10.95630 14.81388 -0.4759
C 16.80703 12.36863 15.37834 -0.0387
O 18.21558 10.67993 14.41604 -0.0717
H 16.57467 8.91546 15.33388 0.0965
H 15.34393 10.00780 16.01504 0.0809
H 17.02120 9.97754 16.64765 0.0727
H 16.24063 10.91438 13.88966 0.1249
H 17.08282 12.36560 16.45405 0.0935
H 15.82476 12.82066 15.34766 0.0563
H 17.47176 13.00908 14.79630 0.0764
H 18.83721 10.98098 15.10959 0.1231
C 14.09680 7.75446 13.73932 -0.0818
C 13.05526 6.78405 14.14343 -0.4756
C 12.93331 6.86670 15.66952 -0.0577
O 11.80691 7.10501 13.49780 -0.0682
H 15.01067 7.42826 14.22722 0.0776
H 13.81809 8.73285 14.10463 0.0545
H 14.25503 7.72407 12.67545 0.0739
H 13.39526 5.75269 13.89403 0.1441
H 13.74651 6.45211 16.25752 0.0765
H 12.12685 6.19107 15.91474 0.0769
H 12.81691 7.90059 16.01735 0.0627
H 11.29134 7.73566 14.04308 0.0488
C 16.10349 13.84681 11.91485 -0.0653
C 17.28898 14.74510 11.71939 -0.4826
C 16.97523 16.22121 11.96559 -0.0456
O 18.39264 14.35044 12.58560 -0.0686
H 15.86773 13.93271 12.96601 0.0721
H 16.37814 12.81198 11.69436 0.0556
H 15.21844 14.13438 11.28623 0.0860
H 17.58916 14.58433 10.66668 0.1281
H 17.63219 16.86683 11.39594 0.0735
H 17.08022 16.50957 13.01105 0.0793
H 15.91297 16.38049 11.76218 0.0705
H 18.72501 13.51223 12.18787 0.0684
C 8.50078 8.45309 15.69795 -0.0497
C 9.53158 9.50604 15.80948 -0.4558
C 10.20372 9.64397 17.17017 -0.0386
O 10.59398 9.32080 14.78538 -0.0705
H 8.94979 7.49105 15.84621 0.0816
H 7.99697 8.47814 14.72723 0.0874
H 7.70571 8.62690 16.39341 0.0779
H 9.05741 10.46288 15.63429 0.0959
H 9.48788 9.75905 17.99410 0.0904
H 10.91424 10.50368 17.05479 0.0709
H 10.75604 8.70115 17.32015 0.0828
H 11.31825 9.90376 14.97735 0.0222
C 13.37959 14.47146 8.27481 -0.0504
C 14.38153 13.43841 7.83752 -0.4546
C 15.77551 13.98126 7.91368 -0.0504
O 14.28694 12.23650 8.68204 -0.0684
H 13.67360 14.99626 9.17572 0.0677
H 12.35404 14.07866 8.43946 0.0867
H 13.39786 15.26185 7.53443 0.0866
H 14.21854 13.18872 6.79488 0.1322
H 16.51696 13.22468 7.89958 0.0570
H 15.81944 14.46547 8.89184 0.0668
H 15.91083 14.75135 7.13210 0.1038
H 15.04104 11.66978 8.49313 0.0814
C 16.82017 9.95868 11.16902 -0.0521
C 18.19609 10.45241 10.91109 -0.5268
C 18.35759 10.98012 9.52598 -0.0520
O 18.53280 11.46827 11.82207 -0.0615
H 16.68381 9.51517 12.14356 0.0735
H 16.50710 9.23081 10.41466 0.0933
H 16.15236 10.78574 11.05000 0.0534
H 18.90798 9.60029 10.91048 0.1464
H 17.66169 11.79049 9.44446 0.0520
H 18.22400 10.16060 8.79841 0.0987
H 19.36289 11.38376 9.39456 0.0896
H 18.47778 11.17672 12.75330 0.0550
C 13.27578 11.10321 12.59136 -0.0584
C 13.40555 11.75165 13.96273 -0.2266
O 12.95975 10.91949 15.09576 -0.1228
H 13.74389 11.82850 11.89458 0.0702
H 12.26085 11.11873 12.16082 0.0674
H 13.70734 10.11268 12.47287 0.0503
H 12.79063 12.66427 13.97950 0.1007
H 14.43790 12.05052 14.21198 0.0706
H 13.26558 11.37146 15.90589 0.0429
C 11.20379 8.52036 10.44343 -0.1058
C 12.28324 9.28353 9.71244 -0.3208
O 11.92682 10.64467 9.52319 -0.0844
H 10.26367 8.56487 9.86048 0.0735
H 10.97190 8.82759 11.47753 0.0597
H 11.46302 7.44414 10.56688 0.0874
H 12.30042 8.67540 8.77611 0.1166
H 13.22460 9.17115 10.26768 0.0991
H 12.69028 11.15323 9.24959 0.0322
C 12.82981 14.23540 18.64895 -0.0543
C 12.43423 12.76991 18.33670 -0.2414
O 13.50581 11.95770 17.76528 -0.1140
H 13.67935 14.25416 19.35194 0.0813
H 12.00162 14.66268 19.20205 0.0755
H 13.01240 14.81093 17.76661 0.0661
H 11.50998 12.71216 17.81208 0.0762
H 12.10327 12.20407 19.21536 0.1167
H 14.31822 12.41683 17.96418 0.0834
C 15.65850 9.18781 19.29453 -0.0771
C 14.13968 9.20018 19.54974 -0.3125
O 13.40646 9.06268 18.34733 -0.0964
H 15.88266 8.20474 18.88159 0.0714
H 16.27207 9.23233 20.23183 0.0872
H 15.84574 9.97763 18.55866 0.0453
H 13.94921 10.17028 19.96713 0.0920
H 13.84138 8.37895 20.14268 0.0992
H 13.44407 9.97009 17.97277 0.0449
C 9.20692 13.15872 15.45525 -0.0734
C 9.71679 14.47980 15.95475 -0.3382
O 9.45524 14.63354 17.32944 -0.0960
H 9.39476 12.41631 16.23041 0.0594
H 9.70736 12.93767 14.50939 0.0740
H 8.15818 13.17023 15.26450 0.0675
H 9.34890 15.33719 15.41298 0.1092
H 10.81652 14.50552 15.80820 0.1070
H 8.59023 15.10242 17.44000 0.1097
C 10.55556 14.89239 10.65621 -0.0743
C 11.16731 13.89266 11.67393 -0.3255
O 11.47784 14.51944 12.88737 -0.0859
H 11.28172 15.64559 10.37246 0.0584
H 9.62872 15.29700 11.11353 0.0863
H 10.25799 14.33941 9.74937 0.0668
H 12.06552 13.45333 11.18768 0.0996
H 10.48477 13.08332 11.85136 0.0901
H 11.97491 15.31701 12.65008 0.0923
C 7.37074 11.53636 11.56094 -0.1011
C 8.49589 10.87465 10.79754 -0.3198
O 8.79835 11.83714 9.76096 -0.1145
H 6.98070 10.93777 12.33399 0.0463
H 6.55363 11.76899 10.84554 0.0892
H 7.74383 12.45965 12.03439 0.0704
H 8.07311 9.88842 10.39867 0.1271
H 9.40470 10.74040 11.44004 0.1050
H 9.63811 11.53756 9.34632 0.0699

10
Properties=species:S:1:pos:R:3:nbo_charge:R:1 method="wB97M-V/def2-TZVPD" e_above_lowest_kcal_mol=114.8 lumo_ev="-1.175 / -1.010" total_energy_ha=-715.5132
C -1.81631 -0.41759 0.49525 0.0705
C 0.47405 -0.78491 0.44057 0.1873
N -0.61459 -1.09115 0.89905 -0.4114
N -1.67357 0.68409 -0.10333 -0.1197
N -0.67169 1.18296 -0.71884 -0.5301
O 2.86720 -0.71108 0.08125 -0.8751
S 1.50442 0.23095 -0.34802 0.6268
H -2.72859 -0.71003 0.89848 0.2067
H -0.69093 2.27038 -0.96058 0.3841
H 3.35002 -0.65362 -0.68382 0.4610

11
Properties=species:S:1:pos:R:3:nbo_charge:R:1 method="wB97M-V/def2-TZVPD" e_above_lowest_kcal_mol=134.7 lumo_ev=0.732 smiles="NOCC(=O)O" total_energy_ha=-359.4947
N -1.99037 -0.09840 -0.05381 -0.4929
O -0.73065 0.34523 -0.41509 -0.4146
C 0.14840 -0.64807 0.07869 -0.1446
C 1.66821 -0.06847 -0.08299 0.7995
O 2.52711 -0.78953 -0.22085 -0.5321
O 1.70617 1.32979 -0.04981 -0.6970
H -2.41789 0.62319 0.65924 0.3471
H -2.39788 -0.32077 -0.72076 0.3016
H 0.31282 -0.65096 1.19189 0.1857
H 0.15682 -1.50231 -0.34154 0.1761
H 1.01728 1.78029 -0.04498 0.4713

50
Properties=species:S:1:pos:R:3:nbo_charge:R:1 method="wB97M-V/def2-TZVPD" charge=+1 e_above_lowest_kcal_mol=33.9 lumo_ev=-3.257 total_energy_ha=-5905.9281
Ga -0.10375 0.45136 -0.33888 1.5386
C 0.38442 2.95215 -2.33953 -0.6626
C 0.65110 3.30378 -0.90474 0.3166
C 0.86578 4.65079 -0.55864 -0.2572
C 1.08466 4.97827 0.73880 -0.0725
C 1.16860 3.97096 1.72092 -0.0918
C 1.44385 4.29708 3.06953 -0.1500
C 1.57352 3.31743 4.00057 -0.1918
C 1.46591 1.97205 3.60022 -0.1900
C 1.18626 1.62072 2.30583 -0.1802
S 1.20810 -0.18066 2.15953 0.9049
C 0.99843 2.63023 1.31844 0.1549
N 0.67992 2.34045 0.01051 -0.5707
H 0.68703 3.76689 -2.99325 0.2389
H -0.67903 2.77039 -2.50212 0.2402
H 0.92616 2.05321 -2.62642 0.2510
H 0.83203 5.40653 -1.33058 0.2365
H 1.21747 6.01279 1.03348 0.2341
H 1.56092 5.33976 3.33957 0.2298
H 1.78480 3.55660 5.03368 0.2384
H 1.61602 1.18920 4.33596 0.2394
Se -1.27918 -0.06831 1.54833 -0.5735
C -3.31180 -1.07230 -5.78094 -0.4266
N -2.98337 -0.76203 -4.39440 -0.1427
N -1.75869 -0.27738 -4.00648 -0.2091
C -1.72926 -0.23361 -2.65246 0.5898
O -0.67881 0.21682 -2.06818 -0.8229
C -2.95394 -0.71560 -2.17655 -0.3918
C -3.69853 -1.03908 -3.29319 0.2727
C -5.06973 -1.60993 -3.39288 -0.6603
C -0.78587 0.27407 -4.90084 0.1640
C -1.12757 1.34376 -5.71578 -0.2453
C -0.16221 1.89173 -6.54748 -0.1975
C 1.13156 1.38391 -6.53814 -0.1889
C 1.46130 0.32445 -5.70292 -0.1818
C 0.49818 -0.24364 -4.88183 -0.2222
H -2.42777 -0.93577 -6.39478 0.2470
H -4.10123 -0.41788 -6.14348 0.2251
H -3.63299 -2.10832 -5.85566 0.2311
H -3.23540 -0.82421 -1.14236 0.2671
H -5.52327 -1.64637 -2.40665 0.2540
H -5.04519 -2.62371 -3.79710 0.2457
H -5.69971 -1.00424 -4.04538 0.2414
H -2.13465 1.74465 -5.69521 0.2270
H -0.41899 2.72160 -7.19303 0.2322
H 1.88415 1.81618 -7.18478 0.2326
H 2.46907 -0.06945 -5.69429 0.2344
H 0.74120 -1.06901 -4.22436 0.2429
O 1.60789 -0.31548 -0.32418 -0.7104
N 1.86562 -0.83110 0.91184 -0.3902